Entry 1:
Density functional theory data (wB97M-V/def2-TZVPD) for C8H32N17NiO11 as an isolated structure at a distorted geometry.

## Properties
HOMO energy   -10.53 eV
2S+1   3
DFT total energy   -97708.4355 eV
Total charge   +1
Energy relative to the best compared isomer or geometry (same formula, charge and spin)   3.7803 eV

Element x y z (Å)
Ni -20.45440 8.87850 34.12298
N -19.82957 7.25852 36.85122
O -19.81900 6.10717 36.62481
O -19.36927 7.58656 37.95236
O -20.44407 8.07805 36.11052
C -21.64122 10.42710 31.63409
O -20.96063 9.98099 32.51749
N -22.26094 9.84895 30.65504
N -21.76285 11.65713 31.32826
H -21.95147 10.20303 29.76120
H -22.55708 8.89560 30.80842
H -22.05981 11.89276 30.39210
H -21.40119 12.25327 32.05896
C -26.12707 7.46041 32.58717
O -25.73348 8.58693 32.72272
N -27.40932 7.16577 32.29328
N -25.50629 6.38236 33.00990
H -28.02313 7.96500 32.22568
H -27.71556 6.21665 32.45290
H -25.82799 5.46011 32.75288
H -24.50948 6.52999 33.07825
C -21.50339 6.03533 33.17158
O -21.21270 7.19018 33.32319
N -22.08121 5.55638 32.23488
N -21.14023 5.06269 34.03753
H -22.11850 4.55525 32.36313
H -22.50786 6.12368 31.51638
H -21.22210 4.07099 33.86452
H -20.58137 5.39205 34.81167
C -22.74820 10.33120 35.77174
O -22.00241 9.79367 34.96202
N -22.57075 11.57837 36.18205
N -23.80574 9.73155 36.24455
H -21.83908 12.04219 35.66280
H -23.39672 11.97942 36.60280
H -24.55276 10.24345 36.69178
H -23.94855 8.78430 35.92451
C -17.58291 7.52222 33.10921
O -18.68336 8.07262 33.39256
N -17.01768 6.46361 33.67651
N -16.82166 7.81651 32.07596
H -16.14529 6.11126 33.30924
H -17.30268 6.10955 34.57846
H -16.04364 7.23130 31.80704
H -16.89976 8.62503 31.47570
C -17.63799 10.98273 30.45231
O -17.00018 9.96740 30.47337
N -17.60492 11.86478 31.41433
N -18.37060 11.26355 29.47965
H -18.12643 12.71958 31.28219
H -17.16169 11.59957 32.28226
H -18.94642 12.09327 29.47068
H -18.38748 10.57756 28.73854
C -18.57868 11.29234 35.40141
O -19.09407 10.40462 34.77066
N -17.61123 11.16008 36.27207
N -18.75604 12.48200 35.03826
H -17.34975 11.98682 36.78997
H -17.19965 10.24443 36.38294
H -19.32774 12.71589 34.23916
H -18.28846 13.25647 35.48732
C -22.68817 8.22417 39.47741
O -23.44895 8.51609 40.39650
N -22.66190 7.06696 38.83222
N -21.84052 9.10018 39.05912
H -22.08679 6.89125 38.02076
H -23.23185 6.38088 39.30609
H -21.14479 8.87037 38.36396
H -22.08511 10.03669 39.34758

These are the Löwdin partial charges, in e, on atoms 1 to 2: number 1, Ni, carries 0.7093; number 2, N, carries -0.6075

---

Entry 2:
Density functional theory data (wB97M-V/def2-TZVPD) for a 7-piece molecular cluster, C8H32N2O7 overall at a distorted geometry.

## Properties
HOMO energy   -9.05 eV
DFT total energy   -26125.4010 eV
Energy relative to the best compared isomer or geometry (same formula, charge and spin)   2.1331 eV

Element x y z (Å)
C 2.07033 -8.92361 -3.46683
O 1.26351 -7.79654 -3.16678
C 1.69019 -7.08620 -1.97566
C 0.94953 -5.68375 -1.99868
C 1.01550 -5.05705 -0.66279
N -0.42464 -5.77933 -2.40339
H 2.67735 -8.77229 -4.35943
H 1.48410 -9.84243 -3.45209
H 2.73209 -9.09147 -2.61711
H 1.47124 -7.70485 -1.10535
H 2.77394 -7.00716 -1.88990
H 1.43397 -5.12727 -2.80101
H 0.26184 -5.37464 0.05780
H 1.00001 -3.96723 -0.67555
H 1.96356 -5.38871 -0.23938
H -1.01351 -6.23553 -1.72132
H -0.55080 -6.49343 -3.10642
C -1.90865 6.56340 4.36066
O -1.01102 6.86211 3.32465
C -1.52627 7.58753 2.21077
C -1.06506 6.82656 0.95679
C -1.52330 5.33485 1.00767
N 0.37899 6.92495 0.96238
H -2.51627 7.43896 4.58935
H -1.50592 6.17901 5.29776
H -2.61764 5.85476 3.93257
H -2.61287 7.50146 2.20836
H -1.12922 8.60203 2.17563
H -1.42663 7.38327 0.09223
H -0.98261 4.57943 1.57783
H -1.49549 4.95462 -0.01349
H -2.59671 5.28086 1.18926
H 0.50059 6.52481 1.88173
H 0.79064 6.18058 0.41781
O -3.79741 -0.60223 -1.83641
H -2.84478 -0.52714 -1.78074
H -3.94585 -1.33715 -2.43145
O 0.93053 0.54596 3.42897
H 0.94137 -0.33792 3.79620
H 0.43279 1.06293 4.06239
O -0.45540 -1.57873 -3.22979
H -0.52328 -1.51114 -4.18218
H -0.55378 -2.51333 -3.04791
O 0.70262 1.30302 -0.67446
H 0.83378 1.14272 0.26006
H 0.42702 0.45674 -1.02675
O 3.14891 3.26947 2.05198
H 3.48375 2.68367 1.37307
H 2.66900 2.69542 2.64897

These are the Löwdin partial charges, in e, on atoms 1 to 2: number 1, C, carries -0.1055; number 2, O, carries -0.2117

---

Entry 3:
Density functional theory data (wB97M-V/def2-TZVPD) for a 8-piece molecular cluster, C8H32O8 overall at a distorted geometry.

## Properties
HOMO energy   -9.43 eV
DFT total energy   -25191.0657 eV
Energy relative to the best compared isomer or geometry (same formula, charge and spin)   3.7330 eV

Element x y z (Å)
C -4.65907 10.76678 -28.14023
O -4.29714 11.82062 -29.02127
H -4.00512 9.89848 -28.22113
H -4.36800 11.22541 -27.19522
H -5.71457 10.50725 -28.22189
H -4.79014 12.57599 -28.69266
C -4.88124 15.90084 -31.28621
O -3.56680 15.62768 -30.78452
H -5.62395 15.72025 -30.50913
H -4.99808 16.91436 -31.66989
H -5.08832 15.24472 -32.13162
H -2.96534 15.53267 -31.52669
C -1.48849 14.11775 -27.62116
O -1.76630 15.34968 -26.99078
H -2.34332 13.64058 -28.10040
H -0.69479 14.19944 -28.36375
H -1.04888 13.51049 -26.82990
H -2.58078 15.68543 -27.37222
C -8.88916 17.22738 -27.41337
O -9.39346 17.28833 -26.08098
H -9.71445 16.82439 -28.00037
H -8.56291 18.18404 -27.82139
H -8.04350 16.54536 -27.50183
H -9.68471 16.41641 -25.80437
C -5.95048 13.87255 -26.41129
O -5.40393 14.07429 -27.65535
H -5.22723 14.11401 -25.63239
H -6.84320 14.48543 -26.28669
H -6.19629 12.82061 -26.26602
H -5.17736 15.00312 -27.74225
C -4.75277 17.53189 -28.09719
O -3.97357 16.40220 -28.18601
H -5.75896 17.37217 -28.48473
H -4.80914 17.91808 -27.07945
H -4.36192 18.32240 -28.73783
H -3.80300 16.24536 -29.11763
C -10.14918 14.11001 -24.14938
O -9.35615 14.68383 -25.22764
H -10.94561 14.79976 -23.86999
H -10.60926 13.15355 -24.39758
H -9.48201 14.03122 -23.29104
H -9.15263 13.93898 -25.79806
C -2.68521 15.43975 -23.46784
O -3.19468 14.85569 -22.26483
H -1.87992 14.87956 -23.94301
H -3.54095 15.56767 -24.13076
H -2.33405 16.45312 -23.27325
H -4.06726 15.21352 -22.08554

These are the Löwdin partial charges, in e, on atoms 1 to 2: number 1, C, carries -0.1592; number 2, O, carries -0.1443

---

Entry 4:
Density functional theory data (wB97M-V/def2-TZVPD) for C8H34AsF6N16O9 as an isolated structure at a distorted geometry.

## Properties
HOMO energy   -7.68 eV
DFT total energy   -128268.3409 eV
Total charge   -1
Energy relative to the best compared isomer or geometry (same formula, charge and spin)   7.9635 eV

Element x y z (Å)
As 0.66546 0.18731 -1.18884
F 0.35699 1.92199 -0.89897
F 0.66224 0.49102 -2.94741
F 0.91721 -1.55044 -1.27902
F 0.56474 -0.01991 0.65909
F -1.09165 -0.13946 -1.39496
F 2.50097 0.36982 -1.11096
C -2.63067 -4.14001 -5.58476
O -2.58676 -5.03733 -6.42673
N -2.83516 -2.96434 -5.97354
N -2.58698 -4.05459 -4.27504
H -2.75915 -2.20069 -5.31691
H -2.96253 -2.87082 -6.97111
H -2.62241 -3.21140 -3.72018
H -2.73112 -4.92332 -3.78043
C 7.79187 3.39755 -2.57792
O 8.61657 4.33516 -2.59281
N 6.59956 3.38675 -1.99582
N 8.11450 2.18299 -2.98835
H 6.53322 4.12774 -1.31271
H 5.98002 2.59084 -1.94289
H 9.05795 2.02114 -3.31055
H 7.54320 1.37980 -2.76787
C -0.60038 -5.19454 3.24460
O 0.31393 -5.57738 2.54335
N -0.80006 -5.54436 4.48605
N -1.58463 -4.57498 2.72275
H -0.05972 -5.93848 5.04878
H -1.72774 -5.40054 4.85862
H -1.41392 -4.12325 1.83568
H -2.37378 -4.32629 3.30197
C -0.60890 3.92424 4.42182
O -0.11321 4.11186 5.49233
N -1.53013 3.03938 4.17036
N -0.32550 4.68786 3.33681
H -1.81371 2.23548 4.71204
H -1.97228 3.17304 3.27217
H -0.74891 4.38877 2.46999
H 0.38355 5.40604 3.37642
C 1.95530 -0.89130 8.33820
O 0.73826 -0.77111 8.32208
N 2.69076 -1.17573 9.29224
N 2.67250 -0.61936 7.28251
H 2.41071 -1.37254 10.24247
H 3.62880 -1.42697 9.01462
H 2.26245 -0.40504 6.38472
H 3.48972 -1.21162 7.24400
C -4.61957 5.73347 -0.85736
O -4.44118 5.09398 0.24321
N -5.43409 6.73264 -0.99499
N -4.04170 5.29785 -2.03377
H -5.46656 7.34025 -1.80112
H -6.06271 6.99710 -0.25002
H -3.42022 4.50334 -1.98252
H -4.40583 5.62557 -2.91701
C -8.30251 0.80447 -3.14924
O -8.32941 -0.00262 -2.23054
N -7.32098 1.22887 -3.90723
N -9.27593 1.51260 -3.68446
H -7.45503 2.17336 -4.23899
H -6.44884 1.00824 -3.44810
H -10.13850 1.35277 -3.18395
H -9.26305 1.87694 -4.62637
C 5.04959 -4.31678 -3.20870
O 5.67680 -5.01483 -3.92641
N 4.38804 -3.24560 -3.53432
N 4.80443 -4.58019 -1.96710
H 4.27664 -2.90970 -4.48028
H 3.71002 -2.94149 -2.85029
H 5.30414 -5.39551 -1.64207
H 3.92433 -4.22326 -1.62335
O 6.65753 -1.10599 2.19830
H 6.92782 -0.21656 2.42654
H 5.73577 -1.02157 1.95449

These are the Löwdin partial charges, in e, on atoms 1 to 2: number 1, As, carries 0.9104; number 2, F, carries -0.3036

---

Q: Which formula does entry 1 have?
A: C8H32N17NiO11